No. 1
DFT (ωB97M-V/def2-TZVPD) results for C10Cl5N3SbSe4W as an isolated structure.

Positions of all 24 atoms, in Å:
W -0.3761 -0.7553 -0.6546
Cl -1.8403 -2.2586 -1.5083
C 1.4273 -1.5792 -1.0864
C 1.4686 -0.2692 -1.4015
C 2.6013 0.3605 -1.8931
Cl 2.6010 2.0313 -2.2920
C 3.7138 -0.4474 -2.0542
Cl 5.1683 0.2215 -2.6744
C 3.6750 -1.8332 -1.7136
Cl 5.0878 -2.7845 -1.9329
C 2.5251 -2.4201 -1.2125
Cl 2.4518 -4.0800 -0.7775
Se -1.1982 -2.7384 4.9558
Sb -0.3908 -0.5163 5.1397
Se -0.3889 -0.6824 1.5512
Se -1.6858 1.2369 4.1781
Se 1.7880 -0.0827 5.9524
N -0.8930 1.0875 -1.3128
C -1.0364 2.2313 -1.5230
C -1.1751 3.5543 -1.7751
C -2.1275 4.3436 -1.0720
N -2.8901 4.9952 -0.5085
C -0.3633 4.1280 -2.7962
N 0.2982 4.5792 -3.6233

Summary:
HOMO: -0.193 Eh
total charge: -1
ΔE to the lowest compared entry with this formula, charge and spin: 0.0 kcal/mol
orbital gap: 5.1 eV
total energy: -12759.4803 a.u.

=====

No. 2
DFT (ωB97M-V/def2-TZVPD) results for C10F30LiN5O20S10 as an isolated structure in a non-equilibrium geometry.

Positions of all 76 atoms, in Å:
Li -1.1997 1.7268 1.0712
C -2.9213 3.2467 -4.8767
F -3.2609 4.2063 -5.7377
F -3.9120 3.0661 -4.0019
F -2.7664 2.0151 -5.5532
S -1.4029 3.6329 -3.9247
O -1.5652 4.9506 -3.2968
O -1.3676 2.5956 -2.8415
N -0.0030 3.4963 -5.0191
S 0.1442 5.0089 -5.4817
O -1.1062 5.6416 -5.9991
O 0.8589 5.7804 -4.5984
C 1.0753 4.8762 -7.1695
F 2.1799 4.1535 -7.0633
F 0.2086 4.3313 -7.9913
F 1.3974 6.1466 -7.5630
C -5.0724 2.5978 2.7124
F -6.2994 3.0738 2.7495
F -4.8377 2.1270 3.9607
F -4.9249 1.6474 1.8143
S -4.0127 4.2069 2.4054
O -3.9732 4.4951 0.9602
O -4.5595 5.2621 3.2275
N -2.4084 3.5533 2.7978
S -1.9980 4.4922 3.8768
O -1.6465 5.8942 3.5498
O -2.7584 4.3033 5.1163
C -0.2318 3.5693 4.0541
F 0.7625 4.3591 3.7953
F -0.0316 2.8861 5.1953
F -0.0964 2.5758 3.1647
C -1.8398 -6.2813 7.1296
F -2.4587 -6.5010 8.3289
F -0.5317 -5.9921 7.4597
F -1.9306 -7.3460 6.2767
S -2.7503 -4.7219 6.2823
O -3.7496 -5.2547 5.3505
O -3.3836 -3.9737 7.3702
N -1.5434 -3.9821 5.2999
S -1.0140 -2.9025 6.1967
O -1.8512 -1.6813 6.3075
O -0.4711 -3.3665 7.4722
C 0.4796 -2.4888 5.0866
F 0.0839 -1.9275 3.9306
F 1.0958 -1.5942 5.7996
F 1.2957 -3.4431 4.9480
C 5.9604 0.0215 -5.7110
F 7.2031 -0.3242 -6.0061
F 5.8974 1.3640 -5.7016
F 5.1125 -0.4653 -6.7230
S 5.6197 -0.6053 -3.9849
O 5.4638 -2.0528 -4.0746
O 6.8146 -0.1213 -3.2145
N 4.0634 0.1489 -3.6309
S 4.2248 0.6069 -2.0774
O 2.9007 0.9258 -1.4664
O 5.1072 -0.1556 -1.1843
C 5.0623 2.4075 -2.2579
F 6.2403 2.4351 -1.5912
F 5.0928 2.7585 -3.5837
F 4.2584 3.3144 -1.7195
C 1.4396 -6.2819 0.6319
F 2.8068 -6.4225 0.6154
F 0.9588 -7.4683 0.5763
F 1.3057 -5.8001 1.8678
S 0.7787 -4.9804 -0.7063
O 1.9054 -4.0889 -1.1218
O 0.2890 -5.7824 -1.8376
N -0.4901 -4.2787 0.0939
S -0.9658 -3.0391 -0.7867
O -1.4084 -1.8918 0.0046
O -0.0899 -2.6377 -1.9179
C -2.5595 -3.8707 -1.6595
F -2.2015 -5.0506 -2.2378
F -3.3943 -4.1242 -0.6750
F -3.0976 -3.0026 -2.4921

Summary:
HOMO: -0.073 Eh
total charge: -4
ΔE to the lowest compared entry with this formula, charge and spin: 168.0 kcal/mol
orbital gap: 8.3 eV
total energy: -9144.7804 a.u.